(1)
The following is a DFT calculation (ωB97M-V/def2-TZVPD) of a 2-piece molecular cluster, C2H3Br overall at a distorted geometry.

For the HOMO energy (alpha / beta), the calculation gives -10.3 / -8.7 eV. The electronic energy comes out at -2651.8560 Eh. For the relative energy (zero: lowest compared OMol25 entry of this formula, charge and spin), the calculation gives 318.6 kJ/mol.

ORCA input file:
```
! RIJCOSX wB97M-V def2-TZVPD def2/J DEFGRID3
* xyz 0 1
C -0.785 -0.393 0.020
C -0.281 0.772 -0.062
Br 2.662 -0.140 0.143
H -1.543 -0.598 0.736
H -0.523 -1.241 -0.620
H 0.470 1.600 -0.216
*
```

---

(2)
The following is a DFT calculation (ωB97M-V/def2-TZVPD) of a 2-piece molecular cluster, C2H2N3OS overall at a distorted geometry.

For the HOMO energy, the calculation gives -2.9 eV. The electronic energy comes out at -715.1002 Eh. For the relative energy (zero: lowest compared OMol25 entry of this formula, charge and spin), the calculation gives 166.8 kJ/mol.

ORCA input file:
```
! RIJCOSX wB97M-V def2-TZVPD def2/J DEFGRID3
* xyz -1 1
C -0.619 -0.286 2.315
C -0.200 -2.382 0.815
N -0.549 -0.294 3.465
N -0.046 0.394 0.165
N -0.866 -0.261 1.045
O 0.722 -2.065 0.176
S -1.403 -3.315 1.269
H -0.008 -0.208 -0.699
H 0.882 0.316 0.524
*
```

---

(3)
The following is a DFT calculation (ωB97M-V/def2-TZVPD) of C5H11ClGaNSW as an isolated structure at a distorted geometry.

For the HOMO energy (alpha / beta), the calculation gives -7.6 / -8.6 eV. The expectation value of S² is 2.009. The electronic energy comes out at -3102.0138 Eh.

ORCA input file:
```
! RIJCOSX wB97M-V def2-TZVPD def2/J DEFGRID3
* xyz 0 3
Ga 0.013 1.284 0.796
Cl -1.184 -1.469 1.123
C 1.625 1.438 1.904
H 1.642 2.452 2.309
H 2.532 1.238 1.343
H 1.570 0.731 2.731
W -0.326 -0.875 -0.867
C 1.301 -1.922 -1.256
C -1.655 -1.387 -2.248
C 0.169 0.963 -1.189
H -2.591 -0.839 -2.165
H -1.263 -1.353 -3.255
H -1.827 -2.425 -1.963
H 2.193 -1.579 -0.714
H 1.019 -2.918 -0.899
H 1.481 -1.958 -2.333
H 1.201 1.265 -1.386
H -0.476 1.550 -1.841
S -2.497 1.841 4.573
C -1.773 1.905 3.183
N -1.152 2.058 2.151
*
```

---

(4)
The following is a DFT calculation (ωB97M-V/def2-TZVPD) of an isolated ion of composition C10H8IO and charge +1 at a distorted geometry.

For the HOMO energy (alpha / beta), the calculation gives -11.4 / -12.2 eV. The expectation value of S² is 2.020. The electronic energy comes out at -758.3048 Eh.

ORCA input file:
```
! RIJCOSX wB97M-V def2-TZVPD def2/J DEFGRID3
* xyz 1 3
C 1.839 2.407 -0.027
C 2.497 1.186 -0.039
C 0.460 2.445 0.000
C 1.750 0.025 -0.022
C -0.333 1.287 0.012
C 0.357 0.062 0.000
C -1.776 1.526 0.036
C -2.777 0.693 0.006
C -1.377 -1.572 -0.022
C -1.844 -2.943 -0.011
O -0.165 -1.237 0.008
I -4.728 0.268 -0.005
H 2.399 3.329 -0.036
H 3.574 1.135 -0.061
H -0.038 3.404 0.009
H 2.228 -0.942 -0.026
H -2.032 2.589 0.076
H -2.658 -3.061 -0.728
H -2.276 -3.138 0.974
H -1.049 -3.669 -0.204
*
```

---

(5)
The following is a DFT calculation (ωB97M-V/def2-TZVPD) of an isolated ion of composition C7H9N and charge +1 at a distorted geometry.

For the HOMO energy (alpha / beta), the calculation gives -13.1 / -14.0 eV. The expectation value of S² is 0.784. The electronic energy comes out at -326.3763 Eh. For the relative energy (zero: lowest compared OMol25 entry of this formula, charge and spin), the calculation gives 632.5 kJ/mol.

ORCA input file:
```
! RIJCOSX wB97M-V def2-TZVPD def2/J DEFGRID3
* xyz 1 2
C -0.617 -2.012 0.178
N 0.724 -1.674 -0.325
C 0.999 -0.287 -0.399
C 1.645 0.510 0.437
C 0.888 1.694 0.815
C -0.405 1.710 0.186
C -1.326 0.580 -0.003
C -0.396 0.711 -1.048
H -0.647 -3.065 0.361
H -0.817 -1.527 1.084
H -1.445 -1.677 -0.501
H 0.944 -2.094 -1.261
H 2.520 0.186 0.986
H 1.236 2.305 1.693
H -0.854 2.731 -0.041
H -2.360 0.794 -0.080
H -0.086 1.115 -2.080
*
```

---

(6)
The following is a DFT calculation (ωB97M-V/def2-TZVPD) of C12H19CoI2N2O4 as an isolated structure at a distorted geometry.

For the HOMO energy (alpha / beta), the calculation gives -15.5 / -15.5 eV. The expectation value of S² is 6.012. The electronic energy comes out at -2856.7606 Eh.

ORCA input file:
```
! RIJCOSX wB97M-V def2-TZVPD def2/J DEFGRID3
* xyz 2 5
Co -0.120 0.636 0.614
I 3.139 1.330 2.801
C 2.227 2.944 3.800
I 0.750 3.190 2.288
H 2.877 3.809 3.838
H 1.795 2.654 4.749
C 3.718 -1.243 -0.478
C 2.363 -0.656 -0.734
O 1.768 -0.058 0.192
N 1.852 -0.789 -1.950
C 0.592 -0.192 -2.400
C -0.632 -0.960 -1.956
C -1.314 -1.783 -2.835
C -2.445 -2.457 -2.398
C -2.865 -2.276 -1.091
C -2.137 -1.430 -0.276
N -1.038 -0.790 -0.689
H 4.405 -0.435 -0.225
H 4.119 -1.780 -1.334
H 3.658 -1.925 0.370
H 2.405 -1.283 -2.632
H 0.627 -0.167 -3.486
H 0.542 0.839 -2.046
H -0.967 -1.888 -3.854
H -2.992 -3.104 -3.071
H -3.749 -2.766 -0.707
H -2.454 -1.232 0.740
C -2.523 3.358 -0.813
C -1.591 2.380 -0.185
O -1.956 1.599 0.739
O -0.368 2.296 -0.567
H -3.443 3.431 -0.242
H -2.754 3.024 -1.826
H -2.038 4.328 -0.901
C -0.027 -1.758 2.754
O -0.460 -0.424 2.407
H -0.850 -2.463 2.655
H 0.358 -1.773 3.772
H 0.761 -2.020 2.054
H -1.235 -0.167 2.920
*
```

---

> What is the electronic energy in the sixth record?

-2856.7606 Eh